C54H59N5NiOPS as an isolated structure, computed with ωB97M-V/def2-TZVPD.

Properties
* spin multiplicity: 3
* largest force on an atom: 0.6 eV/Å
* total charge: +1
* HOMO energy (alpha / beta): -9.19 / -9.14 eV

Each line ends with the Mulliken charge.
Atoms and positions in Å:
1 Ni -0.328 -0.003 -0.258  1.655
2 C 0.293 -0.144 -3.124  0.072
3 C 1.797 -0.276 -3.299  -0.478
4 C 2.515 1.076 -3.391  -1.189
5 C 2.517 -1.184 -2.310  0.675
6 C 3.323 -2.162 -2.875  -0.320
7 C 4.195 -2.913 -2.106  -1.558
8 C 4.273 -2.658 -0.756  -0.091
9 C 3.483 -1.691 -0.126  0.663
10 C 3.817 -1.517 1.354  0.228
11 C 5.120 -0.727 1.528  -1.563
12 C 2.745 -0.990 2.295  -1.169
13 C 2.565 -0.977 -0.912  -1.469
14 N 1.724 0.057 -0.337  1.651
15 C 2.364 1.073 0.132  -1.404
16 C 1.847 2.286 0.674  0.482
17 C 2.821 3.073 1.331  -0.520
18 C 2.547 4.304 1.856  -1.338
19 C 1.247 4.806 1.668  -0.815
20 C 0.288 4.091 1.006  -0.319
21 C 0.513 2.767 0.503  0.198
22 N -0.455 2.074 -0.142  1.356
23 C -1.514 2.927 -0.616  -1.564
24 C -1.286 3.674 -1.781  0.907
25 C -2.237 4.598 -2.201  -0.419
26 C -3.423 4.778 -1.512  -1.337
27 C -3.667 4.001 -0.393  -0.556
28 C -2.731 3.078 0.065  0.871
29 C -3.066 2.267 1.299  3.262
30 C -2.805 3.060 2.584  -1.413
31 C -4.508 1.753 1.301  -2.078
32 C -0.018 3.503 -2.594  2.672
33 C 0.984 4.632 -2.338  -1.493
34 C -0.317 3.392 -4.092  -1.817
35 H -0.123 0.630 -3.766  0.460
36 H 0.061 0.161 -2.099  -0.453
37 H -0.217 -1.085 -3.325  0.291
38 H 1.928 -0.759 -4.272  0.807
39 H 2.395 1.672 -2.486  0.076
40 H 2.127 1.657 -4.228  0.323
41 H 3.582 0.921 -3.554  0.446
42 H 3.284 -2.312 -3.947  0.464
43 H 4.823 -3.667 -2.561  0.408
44 H 4.975 -3.218 -0.148  0.504
45 H 4.038 -2.535 1.689  0.604
46 H 4.993 0.322 1.252  0.263
47 H 5.926 -1.136 0.919  0.416
48 H 5.434 -0.755 2.573  0.450
49 H 2.736 0.098 2.352  0.168
50 H 2.944 -1.368 3.300  0.669
51 H 1.744 -1.312 2.012  -0.431
52 H 3.453 1.025 0.093  0.804
53 H 3.825 2.671 1.409  0.293
54 H 3.310 4.887 2.351  0.451
55 H 0.999 5.797 2.029  0.390
56 H -0.681 4.543 0.855  0.373
57 H -2.045 5.191 -3.086  0.337
58 H -4.150 5.505 -1.847  0.389
59 H -4.598 4.123 0.145  0.374
60 H -2.403 1.403 1.298  -2.116
61 H -3.290 4.037 2.532  0.305
62 H -1.739 3.227 2.747  0.242
63 H -3.215 2.537 3.451  0.475
64 H -5.218 2.528 1.597  0.549
65 H -4.614 0.928 2.009  0.357
66 H -4.821 1.398 0.316  0.365
67 H 0.442 2.571 -2.266  -2.098
68 H 0.556 5.593 -2.631  0.408
69 H 1.892 4.477 -2.924  0.401
70 H 1.262 4.693 -1.286  0.239
71 H -0.622 4.352 -4.510  0.519
72 H -1.115 2.675 -4.291  0.431
73 H 0.573 3.080 -4.641  0.309
74 O -2.604 0.761 -1.798  -0.663
75 N -2.371 -0.310 -0.965  0.949
76 C -3.388 -0.913 -0.496  -1.528
77 C -3.373 -2.227 0.159  0.514
78 C -4.636 -2.693 0.535  -0.679
79 C -4.821 -3.996 0.956  -1.047
80 C -3.740 -4.865 0.959  -0.934
81 C -2.485 -4.408 0.592  -0.588
82 C -2.265 -3.084 0.219  0.218
83 P -0.527 -2.600 -0.216  1.804
84 C -0.438 -3.461 -1.843  0.853
85 C -1.543 -3.261 -2.679  -0.770
86 C -1.589 -3.803 -3.951  -0.516
87 C -0.526 -4.565 -4.419  -0.875
88 C 0.575 -4.765 -3.607  -0.822
89 C 0.625 -4.212 -2.332  -0.350
90 C 0.364 -3.547 1.088  0.919
91 C -0.216 -3.580 2.362  -0.253
92 C 0.420 -4.200 3.422  -1.042
93 C 1.654 -4.810 3.239  -0.872
94 C 2.243 -4.778 1.988  -0.906
95 C 1.610 -4.143 0.927  -0.385
96 H -3.539 1.031 -1.734  0.400
97 H -4.377 -0.497 -0.700  0.750
98 H -5.483 -2.023 0.470  0.467
99 H -5.804 -4.339 1.248  0.447
100 H -3.873 -5.899 1.244  0.488
101 H -1.651 -5.098 0.603  0.595
102 H -2.386 -2.675 -2.335  0.199
103 H -2.456 -3.636 -4.575  0.459
104 H -0.561 -4.998 -5.410  0.412
105 H 1.413 -5.351 -3.962  0.479
106 H 1.517 -4.366 -1.756  0.468
107 H -1.185 -3.129 2.532  0.513
108 H -0.055 -4.217 4.394  0.481
109 H 2.149 -5.303 4.065  0.407
110 H 3.208 -5.242 1.827  0.495
111 H 2.135 -4.090 -0.007  -0.098
112 S -0.934 -0.355 2.173  -0.721
113 C -0.526 0.721 3.403  -0.360
114 N -1.296 0.690 4.535  0.341
115 C -1.118 1.528 5.576  -0.271
116 C -0.120 2.446 5.520  -1.150
117 C 0.681 2.416 4.362  0.122
118 N 0.494 1.595 3.356  0.279
119 H -2.049 0.013 4.544  0.260
120 H -1.799 1.419 6.407  0.466
121 H 0.056 3.142 6.323  0.469
122 H 1.519 3.096 4.260  0.530



C54H61F3N10O2Sb as an isolated structure, computed with ωB97M-V/def2-TZVPD.

Properties
* largest force on an atom: 2.8 eV/Å
* total charge: -1
* HOMO energy: -3.64 eV

Each line ends with the Mulliken charge.
Atoms and positions in Å:
1 O 4.422 -1.047 3.275  -0.839
2 Sb 5.059 -0.352 1.432  0.824
3 C 3.115 0.598 0.974  -0.321
4 C 2.209 0.915 2.184  -0.584
5 O 1.503 -0.198 2.746  -0.309
6 C 0.439 -0.639 1.964  -0.571
7 C 0.779 -2.030 1.322  0.910
8 F -0.040 -2.966 1.830  -0.316
9 F 1.986 -2.385 1.624  -0.122
10 F 0.634 -1.964 -0.007  -0.207
11 H 5.204 -1.026 3.844  0.218
12 H 5.729 1.100 2.157  -0.101
13 H 6.626 -1.141 1.739  -0.237
14 H 4.494 -1.827 0.654  -0.114
15 H 5.635 0.179 -0.160  -0.161
16 H 2.549 -0.040 0.274  -0.572
17 H 3.329 1.566 0.496  0.510
18 H 2.861 1.295 2.981  0.317
19 H 1.501 1.719 1.903  0.285
20 H -0.413 -0.843 2.637  0.351
21 H 0.090 0.085 1.216  0.193
22 N 0.910 2.888 -1.004  -0.300
23 C 0.058 3.911 -1.043  -1.088
24 C -1.259 3.804 -1.462  -0.044
25 C -1.717 2.561 -1.872  -0.424
26 C -0.848 1.482 -1.841  0.086
27 C 0.450 1.699 -1.398  -1.218
28 H 0.462 4.863 -0.716  0.695
29 H -1.906 4.672 -1.468  0.500
30 H -2.738 2.435 -2.208  0.476
31 H -1.164 0.499 -2.150  0.535
32 H 1.166 0.885 -1.351  0.729
33 N -4.445 0.471 -1.176  -0.275
34 C -5.302 1.493 -1.200  -0.197
35 C -6.621 1.387 -1.615  -0.706
36 C -7.079 0.149 -2.035  -0.061
37 C -6.206 -0.926 -2.022  -0.916
38 C -4.905 -0.713 -1.584  -0.430
39 H -4.900 2.444 -0.865  0.482
40 H -7.271 2.252 -1.609  0.378
41 H -8.102 0.024 -2.369  0.390
42 H -6.524 -1.909 -2.343  0.425
43 H -4.188 -1.524 -1.551  0.933
44 N 4.145 -2.459 -2.616  -0.353
45 C 2.925 -2.759 -2.177  -0.172
46 C 1.875 -3.123 -3.009  -0.388
47 C 2.107 -3.175 -4.374  -0.396
48 C 3.372 -2.865 -4.850  -0.392
49 C 4.351 -2.516 -3.931  -0.350
50 H 2.794 -2.700 -1.102  0.463
51 H 0.902 -3.358 -2.597  0.380
52 H 1.314 -3.453 -5.058  0.398
53 H 3.595 -2.893 -5.909  0.375
54 H 5.357 -2.266 -4.255  0.362
55 N -3.815 -2.820 0.406  -0.296
56 C -5.040 -2.692 0.927  -0.085
57 C -5.346 -2.951 2.252  -0.649
58 C -4.324 -3.368 3.093  -0.473
59 C -3.047 -3.505 2.578  -0.325
60 C -2.849 -3.218 1.234  -0.826
61 H -5.808 -2.365 0.235  0.241
62 H -6.356 -2.828 2.618  0.642
63 H -4.522 -3.581 4.137  0.420
64 H -2.221 -3.826 3.199  0.549
65 H -1.872 -3.307 0.785  0.769
66 N 2.192 5.641 -5.121  -0.513
67 C 2.387 6.883 -5.566  -0.290
68 C 1.965 8.019 -4.894  -0.282
69 C 1.298 7.858 -3.690  -0.587
70 C 1.083 6.578 -3.209  0.070
71 C 1.549 5.507 -3.959  -0.288
72 H 2.910 6.960 -6.514  0.344
73 H 2.154 9.003 -5.302  0.364
74 H 0.950 8.720 -3.133  0.400
75 H 0.566 6.412 -2.275  0.192
76 H 1.407 4.487 -3.620  0.579
77 N 1.019 -5.368 5.004  -0.586
78 C 1.178 -4.119 4.558  -0.453
79 C 0.747 -2.993 5.244  -0.038
80 C 0.110 -3.171 6.460  -0.606
81 C -0.068 -4.460 6.942  -0.257
82 C 0.404 -5.516 6.179  -0.342
83 H 1.679 -4.026 3.603  0.689
84 H 0.909 -2.004 4.832  0.434
85 H -0.243 -2.318 7.027  0.397
86 H -0.561 -4.641 7.888  0.378
87 H 0.290 -6.541 6.518  0.366
88 N -0.567 -0.342 -4.353  0.101
89 C -1.766 -0.877 -4.587  -0.126
90 C -2.233 -1.199 -5.852  -0.613
91 C -1.410 -0.948 -6.938  -0.255
92 C -0.162 -0.390 -6.717  -0.618
93 C 0.210 -0.109 -5.411  -0.430
94 H -2.377 -1.052 -3.706  0.326
95 H -3.215 -1.635 -5.982  0.407
96 H -1.738 -1.184 -7.943  0.371
97 H 0.510 -0.178 -7.538  0.419
98 H 1.179 0.324 -5.188  0.457
99 N 8.965 2.175 2.393  -0.470
100 C 10.102 2.800 2.083  -0.185
101 C 11.324 2.159 1.950  -0.354
102 C 11.371 0.790 2.155  -0.201
103 C 10.203 0.121 2.479  -0.482
104 C 9.029 0.856 2.584  -0.034
105 H 10.017 3.872 1.935  0.342
106 H 12.214 2.719 1.694  0.337
107 H 12.306 0.250 2.062  0.350
108 H 10.197 -0.947 2.646  0.352
109 H 8.090 0.371 2.831  0.303
110 N -1.300 7.498 0.240  -0.361
111 C -2.528 7.643 0.738  -0.221
112 C -2.857 7.395 2.061  -0.420
113 C -1.855 6.968 2.918  -0.155
114 C -0.572 6.809 2.421  -0.623
115 C -0.350 7.088 1.082  -0.120
116 H -3.281 7.975 0.030  0.359
117 H -3.872 7.532 2.411  0.355
118 H -2.071 6.762 3.959  0.375
119 H 0.237 6.476 3.056  0.386
120 H 0.639 6.981 0.648  0.433
121 N -8.761 -6.009 2.019  -0.556
122 C -7.601 -5.435 1.694  -0.274
123 C -6.401 -6.124 1.590  0.063
124 C -6.406 -7.486 1.840  -0.601
125 C -7.600 -8.102 2.180  -0.259
126 C -8.743 -7.321 2.254  -0.300
127 H -7.648 -4.369 1.511  0.476
128 H -5.490 -5.607 1.321  0.356
129 H -5.490 -8.060 1.771  0.391
130 H -7.644 -9.163 2.384  0.363
131 H -9.700 -7.760 2.513  0.349